No. 1
Formula: C5H10N2O
Source: OMol25
Level of theory: ωB97M-V/def2-TZVPD

Geometry (Å):
1 C 2.56785 0.52712 0.15461
2 C 1.26939 0.47764 0.39593
3 N 0.42949 -0.02987 1.25555
4 C -0.52780 -0.72439 0.57275
5 C -0.23405 -1.93888 -0.27256
6 N -1.76841 -0.65483 1.11113
7 O 0.22165 0.68747 -0.93322
8 C -0.61598 1.81795 -0.86677
9 H 2.96378 1.13954 -0.64170
10 H 3.25045 0.05106 0.84746
11 H 0.69471 -1.81122 -0.82442
12 H -0.15084 -2.81166 0.38031
13 H -1.04124 -2.10892 -0.98786
14 H -1.94010 0.10479 1.75359
15 H -2.54154 -1.11548 0.65855
16 H -0.30856 2.53945 -1.63077
17 H -0.61780 2.33084 0.10529
18 H -1.65099 1.51940 -1.07783

Output
Maximum force   3.3 eV/Å
Charge   0
LUMO energy   0.0292 Eh
Electronic energy   -10371.9315 eV
Energy above the lowest of the compared OMol25 structures with the same formula, charge and spin   77.8 kcal per mole
Highest occupied orbital energy   -7.80 eV

Which charges does Löwdin predict for the atoms? In e, they are: atom 1 (C): 0.032, atom 2 (C): -0.338, atom 3 (N): 0.085, atom 4 (C): -0.404, atom 5 (C): -0.004, atom 6 (N): 0.181, atom 7 (O): -0.218, atom 8 (C): -0.164, atom 9 (H): 0.050, atom 10 (H): 0.056, atom 11 (H): 0.084, atom 12 (H): 0.094, atom 13 (H): 0.085, atom 14 (H): 0.117, atom 15 (H): 0.112, atom 16 (H): 0.076, atom 17 (H): 0.083, atom 18 (H): 0.073

No. 2
Formula: C5H10N2O
Source: OMol25
Level of theory: ωB97M-V/def2-TZVPD

Geometry (Å):
1 C 2.66440 0.07305 0.24745
2 C -0.67354 1.51878 -1.43274
3 C -1.96823 -0.00219 0.89762
4 C -0.10413 -1.51068 0.25458
5 C -0.98419 -0.48577 -0.13628
6 O 1.29616 -0.00286 0.04757
7 N -0.66544 0.09120 -1.25371
8 N 0.24276 -2.54733 0.76566
9 H -0.32187 -3.39034 0.74372
10 H 3.00689 1.11670 0.33742
11 H 3.21763 -0.41507 -0.57194
12 H 2.95934 -0.44751 1.17528
13 H -1.60136 1.78577 -1.95308
14 H -0.59433 2.09504 -0.50742
15 H 0.15582 1.77305 -2.09249
16 H -2.80021 0.51611 0.42084
17 H -2.36551 -0.84260 1.46739
18 H -1.46419 0.67463 1.59013

Output
Maximum force   3.0 eV/Å
Charge   0
LUMO energy   -0.0142 Eh
Electronic energy   -10369.6987 eV
Energy above the lowest of the compared OMol25 structures with the same formula, charge and spin   129.3 kcal per mole
Highest occupied orbital energy   -8.33 eV

Which charges does Löwdin predict for the atoms? In e, they are: atom 1 (C): -0.223, atom 2 (C): -0.120, atom 3 (C): -0.020, atom 4 (C): -0.057, atom 5 (C): -0.379, atom 6 (O): -0.267, atom 7 (N): 0.038, atom 8 (N): 0.218, atom 9 (H): 0.101, atom 10 (H): 0.072, atom 11 (H): 0.067, atom 12 (H): 0.070, atom 13 (H): 0.082, atom 14 (H): 0.084, atom 15 (H): 0.080, atom 16 (H): 0.084, atom 17 (H): 0.080, atom 18 (H): 0.091

No. 3
Formula: C5H10N2O
Source: OMol25
Level of theory: ωB97M-V/def2-TZVPD

Geometry (Å):
1 C 1.53052 -1.23652 0.78395
2 C 0.38992 0.67050 -1.65910
3 N 0.89329 -1.56232 -0.28796
4 C -0.79598 0.43898 0.73872
5 C -0.39171 -0.34903 -0.86706
6 C -0.18169 1.47077 1.32841
7 O -1.97994 -0.07041 1.18804
8 N -1.36374 -1.01353 -1.39524
9 H -2.25266 0.38132 1.99977
10 H 0.44301 -2.47254 -0.33294
11 H -2.24288 -0.50073 -1.39930
12 H 1.92568 -1.97539 1.47699
13 H 2.03801 -0.28427 0.80028
14 H 1.34585 0.83828 -1.16355
15 H -0.12949 1.62289 -1.73468
16 H 0.58445 0.27676 -2.65775
17 H -0.58637 1.95016 2.21720
18 H 0.77373 1.81508 0.96422

Output
Maximum force   3.4 eV/Å
Charge   0
LUMO energy (alpha / beta)   -0.0098 / -0.0098 Eh
Electronic energy   -10369.7916 eV
Energy above the lowest of the compared OMol25 structures with the same formula, charge and spin   127.1 kcal per mole
Highest occupied orbital energy (alpha / beta)   -7.22 / -7.22 eV

Which charges does Löwdin predict for the atoms? In e, they are: atom 1 (C): 0.029, atom 2 (C): -0.069, atom 3 (N): 0.082, atom 4 (C): -0.321, atom 5 (C): -0.484, atom 6 (C): -0.008, atom 7 (O): -0.004, atom 8 (N): 0.032, atom 9 (H): 0.101, atom 10 (H): 0.110, atom 11 (H): 0.053, atom 12 (H): 0.091, atom 13 (H): 0.077, atom 14 (H): 0.055, atom 15 (H): 0.086, atom 16 (H): 0.079, atom 17 (H): 0.051, atom 18 (H): 0.038

No. 4
Formula: C5H10N2O
Source: OMol25
Level of theory: ωB97M-V/def2-TZVPD

Geometry (Å):
1 C 1.15118 -0.75557 -1.09173
2 C 0.38184 0.19874 -0.19915
3 C 1.07515 1.53811 -0.06004
4 C -0.39174 -0.29068 0.86697
5 N -0.32903 0.07888 2.17051
6 N -1.48152 -0.91802 0.40798
7 C -1.63497 -0.65562 -1.02377
8 O -1.96640 -1.55288 -1.78866
9 H 1.11474 -0.40076 -2.12536
10 H 2.20573 -0.80598 -0.79505
11 H 0.75157 -1.76981 -1.06273
12 H 2.03524 1.45694 0.46464
13 H 0.47072 2.26451 0.48959
14 H 1.28338 1.95050 -1.05196
15 H 0.37798 0.74443 2.44242
16 H -1.18767 0.08959 2.70370
17 H -2.04684 -1.57495 0.93103
18 H -1.80935 0.40257 -1.27838

Output
Maximum force   2.8 eV/Å
Charge   0
LUMO energy   0.0240 Eh
Electronic energy   -10373.3470 eV
Energy above the lowest of the compared OMol25 structures with the same formula, charge and spin   45.2 kcal per mole
Highest occupied orbital energy   -7.33 eV

Which charges does Löwdin predict for the atoms? In e, they are: atom 1 (C): -0.083, atom 2 (C): -0.325, atom 3 (C): -0.086, atom 4 (C): -0.402, atom 5 (N): 0.154, atom 6 (N): 0.106, atom 7 (C): -0.328, atom 8 (O): 0.015, atom 9 (H): 0.080, atom 10 (H): 0.077, atom 11 (H): 0.079, atom 12 (H): 0.074, atom 13 (H): 0.070, atom 14 (H): 0.078, atom 15 (H): 0.100, atom 16 (H): 0.102, atom 17 (H): 0.148, atom 18 (H): 0.142

No. 5
Formula: C5H10N2O
Source: OMol25
Level of theory: ωB97M-V/def2-TZVPD

Geometry (Å):
1 O -1.58103 -2.42285 0.43740
2 C -0.70441 -1.58399 0.11681
3 C -1.48483 -0.28998 -0.53391
4 N -1.27995 1.19635 -0.16759
5 C 0.19428 1.47534 -0.68051
6 C 1.25193 0.86521 0.25248
7 N 0.93056 -0.23848 1.17623
8 C 0.86353 -1.62430 0.34578
9 H -2.69451 -0.46113 -0.36920
10 H -1.49459 -0.46271 -1.53133
11 H -1.38140 1.72421 0.75402
12 H 0.28775 2.51318 -0.79569
13 H 0.27982 1.00472 -1.57098
14 H 1.93285 0.28509 -0.56116
15 H 1.89810 1.68580 1.03359
16 H 0.23925 0.15777 1.99821
17 H 1.19971 -2.59717 0.62657
18 H 1.54294 -1.22707 -0.53071

Output
Maximum force   6.6 eV/Å
Charge   0
LUMO energy   0.0317 Eh
Electronic energy   -10369.3899 eV
Energy above the lowest of the compared OMol25 structures with the same formula, charge and spin   136.4 kcal per mole
Highest occupied orbital energy   -8.64 eV

Which charges does Löwdin predict for the atoms? In e, they are: atom 1 (O): 0.002, atom 2 (C): -0.295, atom 3 (C): -0.133, atom 4 (N): -0.064, atom 5 (C): -0.199, atom 6 (C): -0.280, atom 7 (N): -0.121, atom 8 (C): -0.042, atom 9 (H): 0.160, atom 10 (H): 0.050, atom 11 (H): 0.117, atom 12 (H): 0.082, atom 13 (H): 0.055, atom 14 (H): 0.112, atom 15 (H): 0.171, atom 16 (H): 0.179, atom 17 (H): 0.087, atom 18 (H): 0.117

No. 6
Formula: C5H10N2O
Source: OMol25
Level of theory: ωB97M-V/def2-TZVPD

Geometry (Å):
1 C -0.66259 -0.55118 0.38539
2 C 0.13902 -1.74211 0.05848
3 C 1.82776 0.68265 -0.27253
4 C -1.76379 -0.24790 -0.29229
5 C 1.43342 -1.81496 -0.14668
6 N 2.60996 1.66440 -0.04542
7 N -2.63270 0.69468 0.14822
8 O 2.30237 -0.59998 0.09443
9 H -0.63807 -0.10074 1.39285
10 H -0.33835 -2.70678 0.03663
11 H -1.87474 -0.56944 -1.33964
12 H 1.98396 -2.71407 -0.21552
13 H 3.54864 1.55270 0.19900
14 H 2.29482 2.42502 -0.57575
15 H -3.62672 0.40380 -0.12549
16 H -2.42656 1.63115 -0.32689
17 H -2.72593 0.80451 1.12398
18 H 2.93170 -0.78738 0.78225

Output
Maximum force   5.7 eV/Å
Charge   +2
LUMO energy   -0.2695 Eh
Electronic energy   -10352.6433 eV
Energy above the lowest of the compared OMol25 structures with the same formula, charge and spin   91.2 kcal per mole
Highest occupied orbital energy   -17.70 eV

Which charges does Löwdin predict for the atoms? In e, they are: atom 1 (C): -0.055, atom 2 (C): -0.020, atom 3 (C): -0.017, atom 4 (C): -0.143, atom 5 (C): 0.068, atom 6 (N): 0.218, atom 7 (N): 0.197, atom 8 (O): 0.059, atom 9 (H): 0.152, atom 10 (H): 0.151, atom 11 (H): 0.172, atom 12 (H): 0.141, atom 13 (H): 0.130, atom 14 (H): 0.125, atom 15 (H): 0.234, atom 16 (H): 0.235, atom 17 (H): 0.164, atom 18 (H): 0.190